{
  "formula": "C2H9NO",
  "method": "ωB97M-V/def2-TZVPD",
  "elements": ["C", "C", "N", "H", "H", "H", "H", "H", "H", "H", "O", "H", "H"],
  "positions_angstrom": [[-0.4548, 0.0747, -1.7689], [-0.3533, 0.4373, -0.2950], [0.9906, 0.1674, 0.2592], [-0.3512, -1.0043, -1.8827], [-1.4432, 0.3552, -2.1419], [0.3357, 0.6244, -2.2800], [-0.6043, 1.4702, -0.0632], [-1.0499, -0.2421, 0.1870], [1.6248, -0.2245, -0.4270], [1.4489, 1.0085, 0.5855], [0.0159, -1.2064, 2.8645], [0.5819, -0.8435, 2.1369], [-0.7413, -0.6169, 2.8256]],
  "atomic_forces_ev_per_a": [[0.0, 0.7, 0.4], [0.5, -0.8, 0.1], [0.2, 0.1, 0.2], [0.2, 0.1, -0.1], [0.2, 0.0, -0.2], [-0.1, -0.2, -0.5], [-0.3, 0.0, -0.2], [-0.3, 0.2, 0.5], [-0.2, -0.2, -0.1], [-0.2, 0.1, 0.0], [0.6, 0.5, -0.8], [-0.4, -0.4, 0.5], [-0.2, 0.0, 0.2]],
  "total_energy_ha": -211.5820,
  "orbital_gap_ha": 0.3938,
  "e_homo_ev": -9.8,
  "relative_energy_ev": 0.0842,
  "smiles": "CCN.O",
  "largest_force_ev_per_a": 1.08
}

***

{
  "formula": "C11H22BrN6O14PS",
  "method": "ωB97M-V/def2-TZVPD",
  "elements": ["C", "P", "O", "C", "N", "C", "S", "O", "C", "O", "C", "C", "O", "Br", "H", "H", "H", "H", "H", "H", "H", "C", "N", "O", "O", "H", "H", "H", "C", "N", "O", "O", "H", "H", "H", "C", "N", "O", "O", "H", "H", "H", "C", "N", "O", "O", "H", "H", "H", "C", "N", "O", "O", "H", "H", "H"],
  "positions_angstrom": [[5.6542, 1.7453, 0.0585], [4.0327, 1.1655, 0.7772], [3.8266, 2.0804, 2.1914], [2.6626, 1.7225, -0.3999], [2.0830, 3.0199, 0.0613], [2.1286, 3.9121, -0.7769], [1.7963, 5.0244, -1.8844], [1.7125, 0.6543, -0.4857], [0.4165, 1.1061, -0.7054], [-0.0664, 1.2563, -1.7911], [-0.4900, 1.3972, 0.5432], [-1.9724, 1.5710, 0.1211], [-2.6623, 0.7007, -0.2844], [-2.6914, 3.4056, 0.2581], [6.4795, 1.2837, 0.6397], [5.7514, 2.8576, 0.1888], [5.7103, 1.5061, -1.0281], [4.0467, 3.0071, 1.9626], [3.0869, 1.8818, -1.4221], [-0.1548, 2.3430, 1.0256], [-0.3216, 0.5536, 1.2616], [0.6498, 0.2679, 5.0429], [0.5676, 0.7221, 3.6302], [0.3489, 1.9014, 3.4297], [0.7271, -0.1312, 2.7735], [0.4901, 1.1231, 5.6927], [-0.1240, -0.4825, 5.1903], [1.6407, -0.1542, 5.1932], [-0.8161, -2.7907, 1.1475], [-0.5024, -3.3891, 2.4745], [-0.5170, -4.6050, 2.5631], [-0.2513, -2.6171, 3.3781], [-1.0170, -3.5909, 0.4421], [-1.6911, -2.1559, 1.2730], [0.0509, -2.2108, 0.8375], [-1.6509, 2.9031, -4.2929], [-2.4960, 4.1217, -4.1622], [-1.9460, 5.1511, -3.8170], [-3.6804, 3.9983, -4.4099], [-0.6263, 3.1607, -4.0418], [-2.0406, 2.1574, -3.6039], [-1.7236, 2.5636, -5.3236], [1.6227, -6.0637, 0.6894], [1.5519, -5.6239, -0.7297], [1.3332, -4.4431, -0.9412], [1.7173, -6.4762, -1.5790], [1.4571, -5.2043, 1.3286], [0.8478, -6.8113, 0.8402], [2.6125, -6.4835, 0.8541], [-5.1834, -0.3800, -1.9732], [-5.6031, -1.8023, -2.0921], [-6.4388, -2.2099, -1.3066], [-5.0767, -2.4587, -2.9708], [-5.7297, 0.0782, -1.1544], [-4.1152, -0.3688, -1.7774], [-5.4167, 0.1104, -2.9158]],
  "atomic_forces_ev_per_a": [[-0.5, 1.4, 0.1], [0.1, -1.4, 1.4], [0.6, 0.2, -2.0], [1.2, 0.7, -0.5], [0.8, 0.0, -1.1], [-1.9, 1.0, -0.8], [0.9, -1.3, 1.5], [-0.8, 1.1, 0.6], [-1.9, 0.6, 0.3], [1.0, -0.3, -0.1], [0.7, 0.2, -0.1], [0.9, -0.5, -0.1], [0.0, 0.2, 0.2], [0.3, -0.4, 0.0], [-0.6, 0.1, -0.5], [0.0, -0.8, -0.3], [0.1, 0.0, 0.8], [-0.3, -0.3, 0.5], [-0.3, -0.3, 0.6], [0.0, -0.9, -0.3], [-0.6, 0.8, -0.6], [0.0, 0.1, 0.3], [0.1, 0.0, 0.2], [0.0, -0.3, -0.1], [0.2, 0.4, 0.3], [0.0, 0.0, -0.1], [0.1, -0.1, -0.1], [-0.1, -0.1, -0.1], [-0.1, -0.1, -0.2], [-0.1, 0.0, 0.0], [0.1, 0.3, 0.1], [-0.2, -0.5, -0.1], [0.1, 0.0, 0.1], [0.1, 0.1, 0.1], [-0.1, 0.0, 0.1], [0.2, -0.1, 0.0], [0.1, 0.1, 0.0], [-0.3, -0.2, -0.1], [0.3, 0.1, 0.1], [-0.1, 0.0, 0.0], [0.0, 0.0, -0.1], [-0.1, 0.0, 0.1], [0.1, 0.1, 0.2], [0.0, 0.0, -0.1], [0.0, -0.3, -0.1], [0.0, 0.3, 0.1], [0.0, -0.1, -0.1], [0.1, 0.0, 0.0], [-0.1, -0.1, -0.1], [-0.1, 0.2, 0.1], [-0.1, -0.1, 0.0], [0.2, 0.0, -0.2], [-0.2, 0.1, 0.2], [0.0, -0.1, 0.0], [-0.1, 0.0, -0.1], [0.1, -0.1, 0.0]],
  "total_energy_ha": -5127.2868,
  "orbital_gap_ha": 0.3249,
  "e_homo_ev": -9.2,
  "smiles": "CP(O)[C@H](N=C=S)OC(=O)CC(=O)Br.C[N+](=O)[O-].C[N+](=O)[O-].C[N+](=O)[O-].C[N+](=O)[O-].C[N+](=O)[O-]",
  "largest_force_ev_per_a": 2.31
}

***

{
  "formula": "C8H21Cl2CoNO4",
  "method": "ωB97M-V/def2-TZVPD",
  "elements": ["Co", "Cl", "Cl", "C", "C", "O", "O", "H", "H", "H", "H", "H", "H", "C", "O", "C", "C", "N", "C", "C", "O", "C", "H", "H", "H", "H", "H", "H", "H", "H", "H", "H", "H", "H", "H", "H", "H"],
  "positions_angstrom": [[-5.3650, -10.0826, 15.9364], [-5.7568, -12.3935, 16.6284], [-5.1481, -7.9220, 14.8785], [-9.6689, -9.0871, 16.4145], [-8.2383, -8.7628, 16.0698], [-7.3694, -9.7777, 16.5463], [-9.8091, -9.2095, 17.8232], [-9.8911, -10.0682, 15.9683], [-10.3847, -8.3824, 15.9861], [-7.9743, -7.7795, 16.4734], [-8.1574, -8.6122, 14.9941], [-7.8460, -10.1891, 17.2831], [-10.5774, -9.7377, 18.0438], [-5.2316, -8.1952, 18.6024], [-4.7891, -9.2853, 17.8349], [-3.3772, -9.3860, 17.9497], [-2.7918, -10.5264, 17.0770], [-3.2630, -10.2708, 15.7135], [-2.9599, -11.3048, 14.7096], [-3.8506, -11.0851, 13.4732], [-5.1752, -10.9571, 13.9197], [-6.2074, -11.4274, 13.0841], [-5.0277, -8.3170, 19.6638], [-6.2987, -8.0157, 18.4635], [-4.8090, -7.2596, 18.2217], [-3.1179, -9.5959, 18.9962], [-2.8530, -8.4486, 17.7240], [-3.1777, -11.4591, 17.4903], [-1.7036, -10.4538, 17.1807], [-2.7012, -9.4513, 15.4888], [-3.0802, -12.3085, 15.1096], [-1.9208, -11.1747, 14.3800], [-3.7550, -12.0171, 12.9087], [-3.4465, -10.2307, 12.9278], [-7.0174, -11.8167, 13.6993], [-5.8760, -12.2564, 12.4530], [-6.5686, -10.6118, 12.4521]],
  "atomic_forces_ev_per_a": [[-0.1, -0.2, -0.4], [0.2, 0.5, 0.0], [-0.2, -0.2, 0.2], [-0.4, -1.1, -0.4], [-0.6, 1.3, 0.0], [-0.7, 0.3, -0.2], [0.5, 0.4, 0.3], [0.0, 0.1, -0.1], [0.2, 0.3, 0.1], [0.2, -0.1, 0.3], [0.2, -0.5, -0.1], [0.5, -0.3, 0.1], [-0.1, -0.1, -0.1], [-0.9, 1.3, -0.3], [0.7, -0.2, 0.2], [1.1, -0.8, 0.4], [-0.9, 0.7, 1.1], [0.9, -0.6, 0.4], [0.3, 0.5, -0.4], [0.8, -1.0, 0.9], [0.0, 0.2, 0.2], [-0.2, 0.0, -0.4], [0.2, -0.2, 0.1], [-0.1, -0.7, 0.0], [0.4, -0.1, 0.1], [-0.1, -0.1, 0.0], [-0.5, 0.2, -0.3], [0.1, -0.2, -0.4], [0.0, -0.3, -0.1], [-0.9, 0.3, -0.6], [-0.3, 0.1, 0.2], [0.0, -0.3, 0.0], [0.0, 0.3, -0.4], [-0.6, 0.2, -0.3], [0.1, 0.2, 0.2], [0.2, 0.1, 0.0], [0.0, -0.1, 0.0]],
  "total_energy_ha": -2976.3198,
  "orbital_gap_ha": [0.3348, 0.3411],
  "e_homo_ev": [-8.4, -8.6],
  "relative_energy_ev": 0.0000,
  "multiplicity": 4,
  "largest_force_ev_per_a": 1.60
}

***

{
  "formula": "C24H51Br8N5O4",
  "method": "ωB97M-V/def2-TZVPD",
  "elements": ["C", "N", "C", "C", "O", "H", "H", "H", "H", "H", "H", "H", "C", "N", "C", "C", "O", "H", "H", "H", "H", "H", "H", "H", "C", "N", "C", "C", "O", "H", "H", "H", "H", "H", "H", "H", "C", "N", "C", "C", "O", "H", "H", "H", "H", "H", "H", "H", "Br", "C", "C", "Br", "H", "H", "H", "H", "Br", "C", "C", "Br", "H", "H", "H", "H", "Br", "C", "C", "Br", "H", "H", "H", "H", "Br", "C", "C", "Br", "H", "H", "H", "H", "C", "C", "C", "C", "N", "H", "H", "H", "H", "H", "H", "H"],
  "positions_angstrom": [[19.0574, -24.9780, 16.7308], [17.7316, -24.8176, 16.2104], [16.8285, -25.9532, 16.4836], [17.2568, -23.6672, 15.6883], [16.1787, -23.5116, 15.1623], [19.0770, -25.0050, 17.8232], [19.7424, -24.1954, 16.3988], [19.5196, -25.8876, 16.3350], [17.4290, -26.8092, 16.1534], [16.8350, -26.1306, 17.5625], [15.8619, -25.8811, 16.0122], [18.0196, -22.8696, 15.6988], [18.5106, -12.2265, 15.1117], [17.3477, -13.1014, 15.0675], [17.6022, -14.5224, 15.3188], [16.1422, -12.7650, 14.5875], [15.1991, -13.4837, 14.3217], [18.9405, -12.1087, 14.1184], [19.1895, -12.6388, 15.8525], [18.1772, -11.2650, 15.5085], [18.2790, -14.8735, 14.5321], [18.2044, -14.6744, 16.2189], [16.7134, -15.1374, 15.3734], [15.9838, -11.6656, 14.5706], [22.2615, -13.4971, 14.4626], [21.9098, -14.8821, 14.2522], [21.2813, -15.3228, 13.0209], [22.1482, -15.7718, 15.2588], [21.9382, -16.9575, 15.1156], [22.5618, -12.9519, 13.5658], [23.1186, -13.4143, 15.1299], [21.4471, -12.9019, 14.8881], [21.1250, -16.3920, 12.9827], [20.3069, -14.8190, 12.9927], [21.8682, -14.9400, 12.1860], [22.3404, -15.2344, 16.1990], [18.2416, -25.0176, 11.6668], [18.5696, -24.5886, 10.3076], [18.1638, -23.2354, 9.9515], [19.2664, -25.3221, 9.4227], [19.7603, -24.8786, 8.4005], [19.0423, -25.5410, 12.1898], [17.3214, -25.5929, 11.6291], [18.1537, -24.1037, 12.2482], [17.0653, -23.1946, 9.8974], [18.4463, -22.5696, 10.7677], [18.4833, -22.9497, 8.9571], [19.3559, -26.3757, 9.7282], [15.8437, -15.0648, 11.0096], [17.2657, -15.4286, 9.6911], [17.9136, -14.1103, 9.2963], [19.4197, -14.5859, 8.1187], [16.9072, -15.9005, 8.7818], [17.9668, -16.0447, 10.2435], [18.3361, -13.5928, 10.1495], [17.1854, -13.5061, 8.7651], [23.5102, -16.0061, 9.8385], [24.2586, -17.7239, 10.4188], [23.7974, -18.0848, 11.8139], [24.8253, -19.6780, 12.4161], [25.3386, -17.5661, 10.3888], [24.1280, -18.4249, 9.6024], [22.7213, -18.2431, 11.7477], [24.0004, -17.3262, 12.5596], [18.4336, -17.7927, 13.9965], [18.7047, -18.6156, 12.2434], [17.9347, -19.9054, 12.0302], [18.3456, -21.2013, 13.4782], [19.7628, -18.7977, 12.0846], [18.3409, -17.9251, 11.4843], [18.2483, -20.4253, 11.1264], [16.8509, -19.8834, 11.9541], [17.4322, -20.0884, 5.6031], [16.7116, -20.2204, 7.3757], [17.1955, -19.0989, 8.2574], [19.0809, -19.3408, 8.7466], [17.0928, -21.1305, 7.8447], [15.6352, -20.3781, 7.3841], [16.5918, -19.0475, 9.1702], [17.1018, -18.0684, 7.9187], [21.8007, -21.8120, 11.8207], [21.4943, -22.8170, 10.6850], [22.6962, -22.9004, 9.7257], [23.2541, -21.6187, 9.3171], [23.7173, -20.6159, 9.0099], [21.7732, -20.7732, 11.5095], [22.7644, -22.0278, 12.2862], [21.0935, -22.0728, 12.6123], [20.6816, -22.4218, 10.0771], [21.3282, -23.8263, 11.0484], [22.5026, -23.5076, 8.8338], [23.4800, -23.5236, 10.1729]],
  "atomic_forces_ev_per_a": [[0.7, 0.2, -0.1], [-1.2, -0.4, 0.3], [2.2, -0.3, 0.2], [0.7, 0.1, -0.6], [-0.4, -0.1, 0.3], [0.0, -0.1, 0.0], [-0.4, 0.3, 0.0], [-0.2, -0.2, 0.2], [-0.7, -0.3, -0.5], [-0.7, 0.4, 0.1], [-0.1, 0.2, 0.0], [0.0, 0.1, 0.1], [-1.3, 0.2, 0.4], [0.1, -1.7, 0.5], [1.3, 0.1, -0.5], [-1.0, 1.4, 0.3], [0.4, -0.5, 0.0], [0.4, 0.0, 0.1], [0.3, 0.0, -0.2], [0.2, 0.2, -0.3], [-0.4, -0.3, -0.2], [-0.3, 0.3, 0.3], [-0.2, 0.3, -0.2], [0.4, 0.0, -0.3], [-0.1, 0.7, 0.1], [0.8, -0.3, 0.5], [-0.2, 1.4, 0.0], [-1.4, 0.2, -1.1], [0.5, -0.2, 0.7], [0.0, -0.5, -0.3], [-0.1, -0.1, 0.1], [-0.1, -0.1, 0.1], [0.3, -0.1, 0.2], [-0.1, -0.2, -0.3], [0.0, -0.4, -0.2], [0.6, -0.4, 0.2], [0.1, 0.3, -0.5], [0.2, 0.5, 0.0], [-1.1, -0.3, 0.4], [0.4, 0.2, 0.0], [-0.2, -0.3, -0.1], [0.1, -0.4, -0.5], [-0.1, 0.0, 0.6], [-0.6, 0.0, 0.1], [0.0, -0.1, 0.2], [0.3, 0.3, -0.4], [0.7, 0.0, 0.1], [0.2, -0.1, 0.0], [0.2, -0.1, -0.5], [0.3, 0.7, 0.5], [0.0, -0.7, 0.1], [-0.3, 0.3, 0.1], [-0.4, -0.3, 0.3], [0.0, -0.2, -0.3], [0.0, 0.1, 0.0], [0.3, 0.2, -0.1], [-0.1, -0.2, 0.1], [1.6, 0.5, -0.2], [-0.1, -0.3, -0.8], [-0.6, 0.6, -0.2], [-0.1, 0.2, 0.3], [-0.8, -0.3, 0.4], [0.1, -0.6, 0.5], [0.1, 0.1, -0.1], [0.0, -0.2, -0.6], [-0.7, -0.3, -0.3], [0.3, -1.0, 0.6], [-0.2, 0.2, -0.5], [0.1, 0.1, 0.2], [0.1, 0.3, 0.1], [0.4, 0.3, 0.1], [0.0, 0.6, 0.5], [-0.2, -0.1, -0.2], [0.5, -0.5, 0.8], [-0.5, 0.7, 0.8], [-0.3, 0.2, -0.2], [0.1, -0.1, -0.4], [-0.1, 0.6, -0.4], [0.3, -0.6, 0.2], [0.2, -0.3, -0.8], [-0.3, -1.8, 0.5], [1.2, 1.5, -0.7], [0.3, -1.3, -0.2], [0.0, -0.2, 0.1], [-0.1, 0.1, -0.1], [-0.2, 0.0, 0.0], [0.2, 0.2, -0.3], [-0.2, 0.8, 0.0], [-0.4, -0.4, 0.3], [-0.4, 0.1, 0.1], [-0.5, 0.4, -0.1], [0.2, 0.5, 0.3]],
  "total_energy_ha": -22111.8711,
  "orbital_gap_ha": 0.3524,
  "e_homo_ev": -9.3,
  "relative_energy_ev": 0.0000,
  "smiles": "CN(C)C=O.CN(C)C=O.CN(C)C=O.CN(C)C=O.BrCCBr.BrCCBr.BrCCBr.BrCCBr.CCCC#N",
  "largest_force_ev_per_a": 2.25
}

***

{
  "formula": "C5H9O6",
  "method": "ωB97M-V/def2-TZVPD",
  "elements": ["O", "O", "C", "C", "C", "H", "O", "O", "O", "C", "C", "O", "H", "H", "H", "H", "H", "H", "H", "H"],
  "positions_angstrom": [[-0.9065, 0.2084, 2.2847], [0.0875, -0.7084, 1.5781], [0.0358, -0.3942, 0.1890], [-0.0433, 1.1454, 0.1338], [-0.8818, 1.4366, 1.4234], [-1.8398, 0.7455, 1.4092], [-0.9755, 2.6001, 1.8711], [-0.5973, 1.7574, -1.0023], [0.4748, 1.6144, -2.0289], [-1.1642, -1.1474, -0.4544], [1.3890, -0.9781, -0.2894], [1.5523, -2.2466, 0.2934], [0.9415, 1.5188, 0.4105], [0.3911, 2.4912, -2.4485], [-1.2408, -0.8586, -1.5151], [-0.9830, -2.2259, -0.3556], [-2.0841, -0.8820, 0.0754], [1.3866, -1.0469, -1.3992], [2.2081, -0.3110, 0.0300], [2.2496, -2.7186, -0.2051]],
  "atomic_forces_ev_per_a": [[3.1, -1.7, 0.0], [-0.9, 1.0, 1.6], [-0.3, -1.0, -1.0], [0.1, -1.2, 1.5], [-0.9, 2.3, -1.2], [-1.8, 1.0, -1.3], [0.2, -1.6, 0.1], [1.0, -0.5, -0.2], [-1.0, 0.4, 0.7], [0.8, 0.6, 0.0], [-0.1, 0.6, -0.5], [0.6, -0.9, -0.5], [0.2, 0.4, -0.5], [0.1, -0.3, 0.2], [-0.1, -0.2, 0.4], [-0.1, 0.4, 0.0], [0.0, -0.1, -0.2], [-0.1, 0.2, 0.6], [-0.3, 0.0, -0.1], [-0.6, 0.4, 0.5]],
  "total_energy_ha": -647.0139,
  "orbital_gap_ha": [0.3520, 0.3270],
  "e_homo_ev": [-9.2, -10.3],
  "relative_energy_ev": 1.9113,
  "multiplicity": 2,
  "largest_force_ev_per_a": 3.52
}

***

{
  "formula": "C5H13N",
  "method": "ωB97M-V/def2-TZVPD",
  "elements": ["C", "C", "C", "C", "C", "N", "H", "H", "H", "H", "H", "H", "H", "H", "H", "H", "H", "H", "H"],
  "positions_angstrom": [[1.9133, -0.5361, -0.7466], [0.3753, -0.4430, -0.9302], [-0.4652, 0.2027, 0.1783], [-0.1773, -0.4783, 1.5456], [-1.9481, 0.1406, -0.2151], [-0.1443, 1.6350, 0.3464], [2.2752, -1.3134, 0.0223], [2.3748, -0.7337, -1.7668], [2.3366, 0.4570, -0.3720], [0.1581, 0.1587, -1.8516], [-0.0192, -1.4390, -1.0770], [-0.4225, -1.5416, 1.5067], [0.8629, -0.3396, 1.8427], [-0.8435, -0.0426, 2.2677], [-2.3118, -0.8839, -0.2899], [-2.4806, 0.6829, 0.5938], [-2.1190, 0.6451, -1.1854], [0.7907, 1.7561, 0.7322], [-0.1555, 2.0727, -0.6012]],
  "atomic_forces_ev_per_a": [[0.8, 0.4, 0.4], [0.4, 0.4, -0.4], [0.7, 0.0, 0.4], [-0.6, 0.0, -1.1], [0.2, 0.5, 0.6], [0.0, 0.3, -0.9], [-0.7, 1.0, -1.3], [-0.4, 0.1, 1.4], [-0.5, -1.2, -0.6], [0.2, -0.6, 0.5], [-0.1, -0.4, -0.3], [0.2, 0.0, -0.1], [-0.1, 0.0, 0.0], [-0.1, 0.3, 0.6], [0.0, 0.0, 0.0], [0.0, -0.3, -0.7], [0.1, -0.2, 0.5], [-0.2, 0.0, -0.2], [0.1, -0.3, 1.1]],
  "total_energy_ha": -253.0554,
  "orbital_gap_ha": 0.3769,
  "e_homo_ev": -9.3,
  "relative_energy_ev": 0.2090,
  "smiles": "CCC(C)(C)N",
  "largest_force_ev_per_a": 1.81
}